[1]
12
Properties=species:S:1:pos:R:3:mulliken_charge:R:1 method="wB97M-V/def2-TZVPD" total_energy_ha=-976.80723 homo_ev=-8.7737 smiles="CSCl.C=C"
C -1.744 1.036 -0.834 -0.6418
C -2.703 0.696 0.016 -0.4386
C 2.407 -1.382 0.135 -0.7649
S 0.880 -0.448 0.597 0.0940
Cl 1.639 1.140 1.508 -0.1631
H -1.510 0.376 -1.664 0.2508
H -1.174 1.926 -0.709 0.2934
H -3.028 1.415 0.778 0.2122
H -2.979 -0.236 0.038 0.3202
H 2.733 -2.004 0.988 0.2993
H 2.183 -1.885 -0.896 0.2561
H 3.297 -0.635 0.042 0.2825

[2]
69
Properties=species:S:1:pos:R:3:mulliken_charge:R:1 method="wB97M-V/def2-TZVPD" total_energy_ha=-1648.15668 homo_ev=-8.9376 smiles="COC(=O)[C@H](Cc1ccccc1)NC(=O)[C@@]1(C)C[C@@H]1[C@@H](NC(=O)OCc1ccccc1)c1ccccc1"
C -4.465 -5.241 -1.517 -0.7158
H -5.366 -5.751 -1.188 0.2374
H -3.591 -5.881 -1.381 0.3174
H -4.540 -4.966 -2.570 0.3168
O -4.351 -4.074 -0.709 -0.3115
C -3.286 -3.308 -0.925 0.2671
O -2.435 -3.541 -1.746 -0.6135
C -3.294 -2.071 -0.045 0.0946
N -1.981 -1.483 -0.044 0.0327
C -1.377 -1.093 1.109 -0.5114
O -1.939 -1.188 2.182 -0.7371
C 0.001 -0.515 0.972 2.2749
C 0.903 -0.942 -0.156 -1.7590
C 0.258 0.409 -0.205 0.7522
C 1.094 1.676 -0.053 -0.5696
N 2.319 1.587 -0.831 -0.0435
C 3.485 1.207 -0.270 0.5505
O 3.671 1.049 0.911 -0.6442
O 4.433 1.039 -1.225 -0.4681
C 5.669 0.514 -0.746 -0.8482
C 5.511 -0.887 -0.210 0.6874
C 4.660 -1.780 -0.849 -0.1642
C 4.483 -3.057 -0.349 -0.5010
C 5.164 -3.458 0.787 -0.4875
C 6.021 -2.575 1.422 -0.5365
C 6.190 -1.293 0.930 -0.5935
H 6.844 -0.600 1.437 0.3454
H 6.551 -2.882 2.312 0.3869
H 5.025 -4.454 1.179 0.3935
H 3.810 -3.740 -0.848 0.4172
H 4.130 -1.464 -1.736 0.4144
H 6.069 1.171 0.034 0.3917
H 6.332 0.531 -1.616 0.3082
H 2.267 1.623 -1.836 0.2918
C 0.316 2.903 -0.458 0.0986
C -0.128 3.061 -1.765 -0.3141
C -0.822 4.197 -2.141 -0.8273
C -1.082 5.191 -1.212 -0.4917
C -0.647 5.039 0.094 -0.8443
C 0.048 3.902 0.468 -0.0410
H 0.387 3.788 1.486 0.4271
H -0.850 5.809 0.824 0.4063
H -1.624 6.078 -1.505 0.3829
H -1.161 4.309 -3.161 0.3943
H 0.070 2.292 -2.500 0.3359
H 1.425 1.781 0.983 0.8799
H -0.570 0.530 -0.894 0.3328
H 1.958 -0.987 0.073 0.1239
H 0.587 -1.712 -0.846 0.2015
C 0.632 -0.224 2.316 -1.8859
H 0.105 0.589 2.811 0.2955
H 1.684 0.028 2.212 0.4500
H 0.546 -1.105 2.947 0.4978
H -1.476 -1.546 -0.913 0.3471
H -3.541 -2.332 0.989 0.5119
C -4.351 -1.077 -0.588 -1.4043
C -4.220 0.224 0.152 0.3738
C -3.525 1.286 -0.409 -0.2743
C -3.340 2.460 0.299 -0.0756
C -3.842 2.579 1.582 -0.6296
C -4.540 1.526 2.149 -0.6932
C -4.728 0.355 1.437 -0.2911
H -5.265 -0.467 1.885 0.3995
H -4.933 1.613 3.151 0.3995
H -3.689 3.491 2.139 0.4212
H -2.797 3.278 -0.150 0.4184
H -3.128 1.199 -1.411 0.2189
H -4.179 -0.922 -1.656 0.4599
H -5.340 -1.514 -0.448 0.4200

[3]
90
Properties=species:S:1:pos:R:3:mulliken_charge:R:1 method="wB97M-V/def2-TZVPD" total_energy_ha=-2401.23975 homo_ev=-10.4666 charge=+1
Al 0.463 0.339 0.389 0.7436
C -4.716 2.671 -1.818 -0.3343
C -3.029 2.539 -3.235 -0.7502
C -1.850 1.934 -2.451 -0.0803
C -2.487 1.521 -0.435 1.2083
C -3.659 2.070 0.318 -1.2424
C -4.687 2.602 -0.331 -0.8696
N -1.612 0.652 0.427 1.6780
N -2.188 0.171 1.409 -1.3492
C -1.314 -0.391 2.392 -0.4745
C -1.897 -1.132 3.411 -0.5655
C -1.078 -1.605 4.425 -0.6330
C 0.281 -1.301 4.401 -0.8287
C 0.831 -0.564 3.353 -0.5176
C 0.041 -0.078 2.321 0.4810
H -5.731 2.811 -2.183 0.5553
H -2.907 2.620 -4.311 0.4666
H -0.946 1.702 -3.005 0.0884
H -3.638 2.032 1.398 0.4962
H -5.514 3.022 0.230 0.4285
H -2.963 -1.332 3.394 0.5010
H -1.493 -2.186 5.238 0.4260
H 0.914 -1.628 5.217 0.4809
H 1.898 -0.359 3.362 0.4360
C 2.821 -6.318 0.317 -1.6001
C 2.292 -5.523 1.521 1.9806
C 3.427 -5.311 2.532 -1.7266
C 1.169 -6.315 2.200 -1.9164
C 1.788 -4.181 1.011 0.1732
C 0.439 -3.943 0.759 -0.9261
C 0.023 -2.696 0.357 -0.9585
N 0.860 -1.668 0.191 0.5874
C 2.176 -1.889 0.376 -0.2276
C 2.662 -3.122 0.766 -0.5160
C 3.075 -0.699 0.276 0.5357
C 4.319 -0.765 -0.320 -0.6931
C 5.101 0.382 -0.423 0.3316
C 4.606 1.528 0.197 -0.5976
C 3.356 1.519 0.770 -1.3593
N 2.567 0.441 0.777 0.5237
C 6.431 0.411 -1.164 2.0103
C 7.559 0.431 -0.120 -1.6481
C 6.596 -0.811 -2.068 -1.9297
C 6.506 1.675 -2.033 -1.6335
H 3.215 -7.279 0.653 0.4268
H 3.626 -5.780 -0.189 0.3636
H 2.028 -6.509 -0.409 0.3688
H 3.660 -6.260 3.016 0.4581
H 3.142 -4.597 3.308 0.3634
H 4.344 -4.958 2.056 0.3994
H 1.584 -7.219 2.646 0.4511
H 0.401 -6.630 1.491 0.3791
H 0.693 -5.735 2.994 0.4292
H -0.304 -4.715 0.893 0.3890
H -1.025 -2.497 0.166 0.5553
H 3.728 -3.232 0.918 0.6049
H 4.643 -1.706 -0.742 0.6958
H 5.174 2.448 0.207 0.4584
H 2.950 2.413 1.229 0.5939
H 7.515 -0.450 0.524 0.3605
H 7.499 1.320 0.512 0.3661
H 8.528 0.437 -0.623 0.4478
H 6.674 -1.739 -1.496 0.3571
H 7.518 -0.709 -2.640 0.4536
H 5.768 -0.903 -2.774 0.4240
H 6.556 2.585 -1.434 0.3739
H 5.641 1.748 -2.698 0.3343
H 7.407 1.640 -2.646 0.4546
C 1.963 1.382 -4.059 -0.6855
C 2.017 2.354 -3.062 -1.0045
C 1.520 2.077 -1.798 -0.3931
C 0.956 0.834 -1.469 0.8546
C 0.926 -0.118 -2.489 -0.0854
C 1.411 0.145 -3.770 -1.0118
H 2.348 1.592 -5.049 0.4637
H 2.436 3.330 -3.279 0.5027
H 1.553 2.871 -1.057 0.3921
H 0.500 -1.101 -2.299 0.2508
H 1.354 -0.617 -4.538 0.4696
I -3.250 6.510 -1.296 0.1018
C -2.841 4.492 -1.590 -0.6947
C -3.726 3.718 -2.511 -0.0781
C -3.988 1.516 -2.557 -0.6522
C -2.785 0.881 -1.813 -0.5331
N -1.597 2.517 -1.102 0.1908
C -1.860 3.908 -0.914 -0.6699
H -4.252 4.383 -3.189 0.7942
H -4.617 0.827 -3.114 0.4440
H -2.642 -0.194 -1.896 0.5552
H -1.244 4.440 -0.200 0.5256

Energy above the lowest of the compared OMol25 structures with the same formula, charge and spin list, top to bottom, in kcal/mol: 41.9 4.3 90.1